Density functional theory data (wB97M-V/def2-TZVPD) for 8 unconnected molecules or ions with the total composition C47H116F4N8O14S4 at a distorted geometry.

Computed properties:
Expectation value of S²: 0.764
DFT total energy (Eh): -5341.69361
Gap between HOMO and LUMO (spin up / spin down) (eV): 7.631 / 3.499
Spin multiplicity: 2
Molar mass (g/mol): 1221.75
Max |F| (eV Å⁻¹): 11.15
HOMO (spin up / spin down) (eV): -18.3 / -18.3
Charge: +5

Each line ends with the Mulliken spin population.
CARTESIAN COORDINATES (ANGSTROEM)
1 N 0.85 1.03 6.38  0.55
2 S 0.04 0.57 5.17  -0.09
3 O 0.79 -0.05 4.07  0.24
4 O -1.21 1.29 4.87  0.29
5 F -0.49 -0.80 5.75  0.00
6 S 1.76 2.12 5.31  -0.02
7 O 1.11 3.21 4.49  0.00
8 O 2.88 1.39 4.76  0.03
9 F 2.36 3.03 6.50  0.00
10 N 0.32 0.88 -0.73  0.00
11 S 0.26 0.38 0.71  0.01
12 O 1.44 0.76 1.53  -0.01
13 O -0.53 -0.84 1.04  0.00
14 F -0.86 1.52 1.05  0.00
15 S 1.16 -0.47 -1.30  0.00
16 O 0.37 -1.45 -2.05  0.00
17 O 2.42 -0.88 -0.61  0.00
18 F 1.71 0.31 -2.65  0.00
19 C 6.08 0.25 -3.18  0.00
20 C 4.83 0.85 -2.51  0.00
21 C 5.20 2.04 -1.62  0.00
22 C 3.96 2.55 -0.89  0.00
23 N 4.35 3.39 0.41  0.00
24 C 3.00 4.04 0.96  0.00
25 C 3.36 5.46 1.28  0.00
26 C 4.28 5.84 0.13  0.00
27 C 5.25 4.65 0.08  0.00
28 C 4.92 2.46 1.54  0.00
29 H 6.87 -0.01 -2.47  0.00
30 H 6.49 1.01 -3.85  0.00
31 H 5.88 -0.71 -3.66  0.00
32 H 4.34 0.06 -1.94  0.00
33 H 3.99 1.05 -3.18  0.00
34 H 5.68 2.93 -2.05  0.00
35 H 5.92 1.85 -0.82  0.00
36 H 3.25 1.76 -0.63  0.00
37 H 3.39 3.29 -1.44  0.00
38 H 2.57 3.46 1.77  0.00
39 H 2.34 4.08 0.09  0.00
40 H 3.77 5.44 2.29  0.00
41 H 2.53 6.16 1.31  0.00
42 H 4.91 6.72 0.25  0.00
43 H 3.72 5.81 -0.81  0.00
44 H 6.00 4.84 0.85  0.00
45 H 5.75 4.63 -0.89  0.00
46 H 4.99 3.12 2.40  0.00
47 H 5.95 2.19 1.29  0.00
48 H 4.21 1.65 1.72  0.00
49 C 0.38 4.01 -5.70  0.00
50 O -0.61 3.99 -4.61  0.00
51 C -0.01 4.37 -3.41  0.00
52 C -0.91 3.94 -2.25  0.00
53 N -1.23 2.44 -2.30  0.00
54 H -1.39 2.24 -3.28  0.00
55 H -0.61 1.83 -1.79  0.00
56 C -2.56 2.06 -1.64  0.00
57 C -3.68 2.11 -2.64  0.00
58 O -3.33 1.56 -3.87  0.00
59 C -4.15 2.08 -4.97  0.00
60 H 0.01 3.40 -6.53  0.00
61 H 1.40 3.72 -5.48  0.00
62 H 0.48 5.00 -6.14  0.00
63 H -0.04 5.46 -3.47  0.00
64 H 1.04 4.12 -3.24  0.00
65 H -1.88 4.44 -2.22  0.00
66 H -0.35 4.02 -1.32  0.00
67 H -2.81 2.63 -0.75  0.00
68 H -2.25 1.03 -1.46  0.00
69 H -4.18 3.07 -2.72  0.00
70 H -4.48 1.51 -2.19  0.00
71 H -3.72 1.72 -5.91  0.00
72 H -4.07 3.16 -5.09  0.00
73 H -5.19 1.76 -4.93  0.00
74 C -0.98 -4.52 -5.10  0.00
75 C -2.47 -4.39 -4.62  0.00
76 N -3.24 -3.35 -5.30  0.00
77 C -4.60 -3.19 -4.51  0.00
78 C -2.62 -1.87 -5.34  0.00
79 C -2.17 -1.40 -3.91  0.00
80 C -3.63 -3.64 -6.83  0.00
81 C -4.62 -4.75 -7.18  0.00
82 O -4.43 -5.79 -6.28  0.00
83 C -4.86 -7.03 -6.70  0.00
84 H -0.34 -3.69 -4.81  0.00
85 H -0.94 -4.52 -6.19  0.00
86 H -0.41 -5.35 -4.69  0.00
87 H -2.47 -4.09 -3.57  0.00
88 H -2.90 -5.34 -4.33  0.00
89 H -5.19 -4.06 -4.78  0.00
90 H -5.11 -2.35 -4.99  0.00
91 H -4.50 -3.16 -3.42  0.00
92 H -3.36 -1.18 -5.75  0.00
93 H -1.82 -1.96 -6.07  0.00
94 H -1.46 -0.58 -4.02  0.00
95 H -1.59 -2.20 -3.44  0.00
96 H -3.08 -1.00 -3.44  0.00
97 H -2.69 -4.07 -7.19  0.00
98 H -3.78 -2.63 -7.19  0.00
99 H -4.26 -5.17 -8.12  0.00
100 H -5.64 -4.49 -7.45  0.00
101 H -4.03 -7.39 -7.30  0.00
102 H -5.82 -7.10 -7.21  0.00
103 H -5.01 -7.54 -5.74  0.00
104 C 4.96 -1.02 5.25  0.00
105 C 5.03 -1.04 3.68  0.00
106 N 4.49 -2.36 2.99  0.00
107 C 4.89 -2.25 1.52  0.00
108 C 5.22 -3.58 3.64  0.00
109 C 6.77 -3.58 3.59  0.00
110 C 3.04 -2.41 3.26  0.00
111 C 2.24 -3.56 2.64  0.00
112 O 2.21 -3.28 1.27  0.00
113 C 1.99 -4.37 0.46  0.00
114 H 4.84 -0.01 5.62  0.00
115 H 5.75 -1.52 5.82  0.00
116 H 3.98 -1.33 5.61  0.00
117 H 6.07 -0.85 3.40  0.00
118 H 4.68 -0.19 3.09  0.00
119 H 5.92 -1.90 1.47  0.00
120 H 4.17 -1.48 1.24  0.00
121 H 4.77 -3.23 1.06  0.00
122 H 4.95 -4.50 3.12  0.00
123 H 4.92 -3.70 4.68  0.00
124 H 7.23 -3.91 2.66  0.00
125 H 7.14 -4.30 4.33  0.00
126 H 7.14 -2.61 3.91  0.00
127 H 2.58 -1.53 2.82  0.00
128 H 2.93 -2.37 4.35  0.00
129 H 1.21 -3.58 3.00  0.00
130 H 2.65 -4.53 2.90  0.00
131 H 1.00 -4.78 0.65  0.00
132 H 2.82 -5.07 0.59  0.00
133 H 2.11 -4.04 -0.58  0.00
134 C -2.16 4.94 1.10  0.00
135 C -0.95 5.36 1.97  0.00
136 N -1.29 6.38 3.12  0.00
137 C -1.79 7.70 2.31  0.00
138 C -2.47 5.81 4.07  0.00
139 C -2.43 4.34 4.38  0.00
140 C -0.03 6.72 3.87  0.00
141 C -0.21 7.65 5.20  0.00
142 O -0.70 7.07 6.42  0.00
143 C 0.09 6.03 6.98  0.00
144 H -3.20 5.17 1.31  0.00
145 H -2.06 3.86 0.96  0.00
146 H -2.27 5.42 0.13  0.00
147 H -0.13 5.75 1.37  0.00
148 H -0.48 4.53 2.50  0.00
149 H -2.45 8.24 2.98  0.00
150 H -2.32 7.60 1.36  0.00
151 H -0.94 8.38 2.18  0.00
152 H -3.37 6.00 3.47  0.00
153 H -2.53 6.38 4.99  0.00
154 H -3.27 4.00 4.99  0.00
155 H -1.49 4.02 4.81  0.00
156 H -2.54 3.73 3.48  0.00
157 H 0.62 7.17 3.12  0.00
158 H 0.49 5.81 4.15  0.00
159 H -0.89 8.44 4.87  0.00
160 H 0.76 8.09 5.41  0.00
161 H -0.64 5.29 7.32  0.00
162 H 0.68 6.36 7.84  0.00
163 H 0.75 5.55 6.26  0.00
164 C -1.61 -3.85 -0.13  0.00
165 C -2.24 -5.23 0.16  0.00
166 N -3.30 -5.36 1.34  0.00
167 C -3.50 -6.89 1.55  0.00
168 C -2.75 -4.71 2.61  0.00
169 C -1.46 -5.31 3.20  0.00
170 C -4.60 -4.54 0.98  0.00
171 C -5.38 -4.89 -0.25  0.00
172 O -5.45 -6.36 -0.55  0.00
173 C -5.26 -6.67 -1.87  0.00
174 H -2.37 -3.07 -0.21  0.00
175 H -0.99 -3.87 -1.02  0.00
176 H -0.95 -3.60 0.71  0.00
177 H -1.53 -6.06 0.21  0.00
178 H -2.85 -5.43 -0.72  0.00
179 H -2.75 -7.16 2.29  0.00
180 H -3.48 -7.37 0.57  0.00
181 H -4.51 -6.87 1.97  0.00
182 H -3.51 -4.73 3.39  0.00
183 H -2.51 -3.69 2.33  0.00
184 H -0.66 -5.38 2.46  0.00
185 H -1.46 -6.28 3.71  0.00
186 H -1.03 -4.71 4.01  0.00
187 H -4.20 -3.53 1.01  0.00
188 H -5.25 -4.71 1.83  0.00
189 H -5.03 -4.27 -1.08  0.00
190 H -6.42 -4.68 0.00  0.00
191 H -5.18 -7.76 -1.89  0.00
192 H -4.30 -6.27 -2.20  0.00
193 H -5.88 -6.31 -2.68  0.00